{
  "formula": "C8H18N2",
  "method": "ωB97M-V with the def2-TZVPD basis set",
  "e_above_lowest_ev": 3.0075,
  "homo_energy_ev": -7.805,
  "elements": ["C", "C", "C", "C", "C", "C", "C", "C", "H", "H", "H", "H", "H", "H", "H", "H", "H", "H", "H", "H", "H", "H", "H", "H", "H", "H", "N", "N"],
  "positions_angstrom": [[1.898, -1.081, 0.506], [0.403, -0.799, 0.788], [0.279, 0.261, 1.872], [-0.342, -2.128, 1.283], [-1.613, -0.808, -0.636], [-2.027, 0.478, -1.283], [-0.687, 1.003, -0.800], [0.328, 1.639, -1.724], [2.163, -1.904, -0.098], [2.223, -0.057, 0.207], [2.452, -1.075, 1.507], [0.445, -0.300, 2.954], [0.962, 1.116, 1.572], [-0.730, 0.733, 1.998], [-0.425, -2.724, 0.281], [-1.288, -1.989, 1.740], [0.223, -2.787, 1.887], [-1.628, -1.753, -1.303], [-2.131, -1.164, 0.340], [-2.757, 1.026, -0.715], [-2.318, 0.474, -2.311], [-0.902, 1.545, 0.124], [-0.146, 2.602, -2.149], [0.548, 1.026, -2.621], [1.338, 2.720, -0.398], [2.374, 2.350, -1.626], [-0.259, -0.374, -0.388], [1.619, 1.970, -1.008]],
  "mulliken_charge": [-1.547, 1.621, -1.490, -1.826, -0.507, -0.555, 0.049, -1.091, 0.396, 0.338, 0.332, 0.348, 0.315, 0.318, 0.362, 0.439, 0.463, 0.250, 0.155, 0.254, 0.334, 0.330, 0.302, 0.365, 0.214, 0.227, 0.092, -0.487]
}

---

{
  "formula": "C8H18N2O2",
  "method": "ωB97M-V with the def2-TZVPD basis set",
  "smiles": "CC(C)(C)/[N+]([O-])=N\\O.C=C(C)C",
  "e_above_lowest_ev": 4.4061,
  "homo_energy_ev": -8.807,
  "elements": ["C", "C", "C", "C", "N", "O", "N", "O", "H", "H", "H", "H", "H", "H", "H", "H", "H", "H", "C", "C", "C", "C", "H", "H", "H", "H", "H", "H", "H", "H"],
  "positions_angstrom": [[-1.329, -0.944, -2.460], [-1.351, -0.091, -1.234], [-2.107, -0.971, -0.178], [-1.905, 1.219, -1.684], [0.048, 0.016, -0.777], [0.942, -0.454, -1.461], [0.355, 0.739, 0.170], [-0.648, 1.340, 0.965], [-0.968, -1.927, -2.225], [-2.375, -1.100, -2.802], [-0.634, -0.525, -3.220], [-2.842, -1.557, -0.685], [-2.514, -0.380, 0.540], [-1.475, -1.631, 0.391], [-2.802, 0.934, -2.305], [-1.907, 1.847, -0.723], [-1.259, 1.741, -2.425], [-0.110, 1.617, 1.793], [0.214, -0.898, 2.783], [1.021, -1.313, 1.869], [0.799, -2.555, 1.066], [2.434, -0.602, 1.660], [0.478, -0.302, 3.643], [-0.801, -1.039, 2.690], [1.348, -3.296, 1.637], [1.046, -2.463, -0.009], [-0.253, -2.791, 1.216], [3.065, -1.460, 2.043], [2.542, -0.331, 0.563], [2.563, 0.229, 2.373]],
  "mulliken_charge": [-1.807, 1.115, -1.313, -1.378, 1.469, -0.749, -0.779, -0.450, 0.411, 0.504, 0.408, 0.450, 0.493, 0.018, 0.338, 0.424, 0.338, 0.421, -1.078, 0.843, -1.343, -1.030, 0.418, 0.319, 0.478, 0.177, 0.421, 0.357, 0.239, 0.288]
}

---

{
  "formula": "C8H18N5OS",
  "method": "ωB97M-V with the def2-TZVPD basis set",
  "total_charge": 1,
  "e_above_lowest_ev": 4.0138,
  "homo_energy_ev": -11.804,
  "elements": ["C", "C", "C", "C", "C", "C", "C", "C", "N", "N", "N", "N", "N", "O", "S", "H", "H", "H", "H", "H", "H", "H", "H", "H", "H", "H", "H", "H", "H", "H", "H", "H", "H"],
  "positions_angstrom": [[1.426, 0.990, 0.854], [1.101, 1.756, -0.400], [-0.969, 0.508, 1.463], [0.054, -0.844, -2.864], [2.037, -1.858, -1.537], [-0.953, 2.809, 2.971], [-0.301, -1.992, -0.748], [-1.573, -1.205, -0.292], [-0.279, 2.176, -0.580], [-1.255, 1.783, -0.053], [0.430, 0.336, 1.514], [0.674, -1.287, -1.606], [-1.607, -0.835, 1.126], [2.585, 1.064, 1.243], [-1.735, 1.227, 2.921], [1.785, 2.600, -0.400], [1.398, 1.165, -1.297], [-0.565, 0.157, -2.746], [0.878, -0.872, -3.725], [-0.743, -1.547, -3.109], [2.565, -1.363, -0.760], [2.021, -2.900, -1.205], [2.552, -1.710, -2.479], [-0.626, 3.092, 1.894], [-0.064, 2.893, 3.694], [-1.622, 3.697, 3.169], [0.212, -2.340, 0.159], [-0.460, -3.016, -1.378], [-2.420, -1.822, -0.428], [-1.671, -0.411, -0.898], [0.778, 0.189, 2.486], [-1.072, -1.585, 1.653], [-2.582, -0.853, 1.358]],
  "mulliken_charge": [0.306, -0.218, -0.374, -0.960, -0.992, -0.633, -0.974, -1.112, -0.064, -0.070, 0.072, 0.208, 0.058, -0.609, -0.089, 0.360, 0.205, 0.242, 0.296, 0.396, 0.298, 0.362, 0.334, 0.154, 0.291, 0.369, 0.500, 0.456, 0.417, 0.602, 0.309, 0.410, 0.452]
}

---

{
  "formula": "C8H18NO3S",
  "method": "ωB97M-V with the def2-TZVPD basis set",
  "smiles": "CCC[C@]1(S(C)(=O)=O)COCC[NH2+]1",
  "total_charge": 1,
  "e_above_lowest_ev": 1.1157,
  "homo_energy_ev": -14.587,
  "elements": ["C", "C", "C", "C", "S", "C", "O", "O", "C", "O", "C", "C", "N", "H", "H", "H", "H", "H", "H", "H", "H", "H", "H", "H", "H", "H", "H", "H", "H", "H", "H"],
  "positions_angstrom": [[-1.542, 1.410, -2.681], [-1.531, 0.513, -1.430], [-0.139, 0.496, -0.788], [-0.011, -0.204, 0.569], [-0.991, -1.732, 0.809], [-0.623, -2.761, -0.596], [-0.366, -2.323, 1.966], [-2.369, -1.369, 0.810], [-0.354, 0.709, 1.785], [0.807, 1.108, 2.475], [1.831, 1.623, 1.657], [2.382, 0.508, 0.746], [1.420, -0.642, 0.799], [-2.267, 2.215, -2.582], [-0.570, 1.875, -2.855], [-1.787, 0.841, -3.576], [-1.829, -0.497, -1.707], [-2.266, 0.857, -0.705], [0.581, 0.075, -1.498], [0.151, 1.538, -0.635], [0.146, -3.471, -0.299], [-1.545, -3.293, -0.829], [-0.313, -2.172, -1.456], [-0.935, 1.563, 1.423], [-0.956, 0.171, 2.515], [1.493, 2.485, 1.074], [2.615, 1.959, 2.330], [3.343, 0.139, 1.098], [2.491, 0.817, -0.289], [1.689, -1.371, 0.135], [1.444, -1.068, 1.735]],
  "mulliken_charge": [-1.278, -0.340, -1.611, 0.594, 1.417, -1.184, -0.690, -0.609, -0.672, -0.436, -0.362, -0.635, -0.221, 0.311, 0.357, 0.353, 0.278, 0.421, 0.415, 0.528, 0.402, 0.444, 0.399, 0.395, 0.398, 0.305, 0.378, 0.475, 0.322, 0.401, 0.443]
}

---

{
  "formula": "C8H19ClNO3P",
  "method": "ωB97M-V with the def2-TZVPD basis set",
  "smiles": "CC(C)(C)OP(O)Cl.C/C=N/OCC",
  "homo_energy_ev": -8.852,
  "elements": ["C", "C", "C", "C", "O", "P", "O", "Cl", "H", "H", "H", "H", "H", "H", "H", "H", "H", "H", "C", "C", "N", "O", "C", "C", "H", "H", "H", "H", "H", "H", "H", "H", "H"],
  "positions_angstrom": [[2.396, 0.730, -2.248], [2.166, -0.796, -2.203], [3.332, -1.450, -1.420], [2.168, -1.392, -3.654], [0.915, -1.158, -1.665], [0.078, -0.177, -0.740], [-0.966, -1.331, -0.362], [1.133, 0.104, 1.049], [3.156, 0.833, -3.016], [1.434, 1.130, -2.665], [2.823, 1.251, -1.278], [3.818, -0.723, -0.873], [3.930, -2.042, -2.078], [2.736, -2.158, -0.716], [3.139, -1.011, -4.079], [2.286, -2.463, -3.677], [1.253, -1.084, -4.131], [-1.679, -1.064, 0.128], [-1.944, 3.667, 1.770], [-2.423, 2.349, 1.153], [-2.393, 1.400, 2.029], [-2.640, 0.132, 1.590], [-3.034, -0.925, 2.503], [-1.803, -1.303, 3.324], [-1.232, 4.060, 0.939], [-2.766, 4.337, 2.002], [-1.417, 3.313, 2.700], [-2.724, 2.205, 0.133], [-3.858, -0.363, 3.072], [-3.311, -1.705, 1.766], [-2.147, -2.122, 3.947], [-1.097, -1.682, 2.634], [-1.331, -0.560, 4.067]],
  "mulliken_charge": [-1.541, 1.449, -1.480, -1.702, -0.286, 0.305, -0.456, -0.281, 0.482, 0.467, 0.325, 0.356, 0.420, 0.291, 0.426, 0.406, 0.413, 0.399, -0.775, -0.161, -0.535, -0.052, -0.185, -0.891, 0.241, 0.272, 0.236, 0.501, 0.271, 0.224, 0.389, 0.225, 0.246]
}

---

{
  "formula": "C8H19ClNOP",
  "method": "ωB97M-V with the def2-TZVPD basis set",
  "e_above_lowest_ev": 0.0000,
  "homo_energy_ev": [-9.615, -7.445],
  "elements": ["C", "C", "C", "C", "C", "C", "C", "C", "N", "O", "P", "Cl", "H", "H", "H", "H", "H", "H", "H", "H", "H", "H", "H", "H", "H", "H", "H", "H", "H", "H", "H"],
  "positions_angstrom": [[-2.302, -1.445, -0.245], [-0.407, -2.768, -0.975], [-0.358, -1.741, 1.414], [0.606, 1.775, 1.370], [1.394, 2.401, -0.969], [-1.076, 2.341, -0.512], [-0.830, -1.581, -0.041], [0.255, 1.709, -0.131], [2.743, -1.023, 1.012], [-0.293, 0.016, -2.119], [0.110, -0.039, -0.702], [4.128, -0.126, 0.590], [-2.685, -0.642, 0.548], [-2.463, -1.010, -1.193], [-2.817, -2.307, 0.065], [-1.297, -3.402, -1.401], [0.405, -3.304, -0.550], [-0.033, -2.308, -1.848], [-0.425, -2.770, 1.787], [0.660, -1.441, 1.460], [-1.075, -1.226, 1.948], [1.588, 1.492, 1.528], [0.730, 2.816, 1.567], [-0.088, 1.255, 1.955], [2.295, 1.960, -0.692], [1.343, 3.525, -0.685], [1.312, 2.060, -2.000], [-1.831, 1.727, -0.167], [-1.252, 3.406, -0.065], [-1.022, 2.568, -1.566], [2.684, -1.918, 0.617]],
  "mulliken_charge": [-2.014, -1.481, -1.922, -1.764, -1.615, -1.698, 1.882, 1.501, -0.330, -0.682, 0.373, -0.078, 0.301, 0.479, 0.585, 0.329, 0.373, 0.414, 0.381, 0.543, 0.451, 0.373, 0.535, 0.415, 0.372, 0.388, 0.441, 0.436, 0.360, 0.408, 0.244]
}

---

{
  "formula": "C8H19GaNS2",
  "method": "ωB97M-V with the def2-TZVPD basis set",
  "total_charge": -1,
  "homo_energy_ev": -4.576,
  "elements": ["C", "C", "N", "C", "C", "C", "S", "S", "C", "C", "C", "Ga", "H", "H", "H", "H", "H", "H", "H", "H", "H", "H", "H", "H", "H", "H", "H", "H", "H", "H", "H"],
  "positions_angstrom": [[1.433, 3.650, 2.095], [0.712, 3.371, 0.785], [-0.168, 2.189, 0.846], [-1.523, 2.426, 0.333], [-2.490, 1.320, 0.757], [0.489, 1.020, 0.385], [1.571, 0.239, 1.323], [0.063, 0.577, -1.244], [0.888, -1.002, -1.545], [0.105, -2.227, -1.074], [0.761, -3.528, -1.517], [-0.125, -5.216, -0.766], [1.900, 4.638, 2.073], [2.199, 2.900, 2.284], [0.718, 3.616, 2.919], [1.435, 3.257, -0.031], [0.083, 4.227, 0.527], [-1.545, 2.564, -0.756], [-1.841, 3.374, 0.769], [-2.986, 1.573, 1.694], [-1.960, 0.381, 0.915], [-3.245, 1.141, -0.010], [1.882, -0.962, -1.100], [1.001, -1.032, -2.632], [0.008, -2.202, 0.015], [-0.908, -2.163, -1.486], [0.753, -3.595, -2.612], [1.812, -3.536, -1.201], [0.956, -6.429, -0.794], [-1.382, -5.621, -1.708], [-0.595, -4.951, 0.758]],
  "mulliken_charge": [-1.152, -0.530, 0.172, -0.721, -1.053, -0.227, -0.273, -0.006, -0.752, -0.487, -0.954, 0.132, 0.384, 0.281, 0.281, 0.266, 0.509, 0.394, 0.541, 0.342, 0.285, 0.287, 0.391, 0.438, 0.279, 0.268, 0.321, 0.362, -0.278, -0.249, -0.251]
}

---

{
  "formula": "C8H19IN",
  "method": "ωB97M-V with the def2-TZVPD basis set",
  "s_squared": 2.007,
  "spin_multiplicity": 3,
  "total_charge": 1,
  "homo_energy_ev": [-11.524, -11.667],
  "elements": ["C", "C", "C", "C", "C", "C", "C", "C", "N", "I", "H", "H", "H", "H", "H", "H", "H", "H", "H", "H", "H", "H", "H", "H", "H", "H", "H", "H", "H"],
  "positions_angstrom": [[0.167, -2.361, -0.610], [-0.761, -1.410, 1.438], [-2.289, -1.544, -0.518], [1.755, 1.745, 1.254], [1.994, 2.190, -1.307], [-1.500, 1.179, 0.011], [-0.832, -1.306, -0.080], [2.231, 1.361, -0.126], [-0.526, 0.121, -0.447], [3.477, -0.365, -0.200], [0.302, -2.489, -1.728], [1.200, -2.190, -0.395], [-0.077, -3.337, -0.297], [0.199, -1.469, 1.972], [-1.315, -2.272, 1.774], [-1.321, -0.531, 1.881], [-2.568, -1.271, -1.503], [-2.433, -2.606, -0.297], [-3.031, -0.939, 0.174], [2.433, 2.593, 1.640], [0.730, 2.249, 1.191], [1.899, 0.977, 1.992], [1.304, 1.513, -1.982], [1.577, 3.127, -0.966], [2.866, 2.232, -1.860], [-2.371, 1.294, -0.629], [-1.910, 1.033, 0.958], [-0.927, 2.149, 0.109], [-0.272, 0.327, -1.448]],
  "mulliken_charge": [-1.514, -1.351, -1.470, -1.076, -1.110, -1.206, 1.148, 0.601, 0.062, 0.543, 0.355, 0.126, 0.450, 0.272, 0.437, 0.281, 0.372, 0.429, 0.315, 0.324, 0.137, 0.465, 0.211, 0.299, 0.544, 0.363, 0.481, 0.249, 0.262]
}

---

| no. | M (g/mol) |
| --- | --- |
| 1 | 142.2 |
| 2 | 174.2 |
| 3 | 232.3 |
| 4 | 208.3 |
| 5 | 243.7 |
| 6 | 211.7 |
| 7 | 263.1 |
| 8 | 256.2 |